# 1
Molecular formula: C20H20N2O4
Method: DFT, wB97M-V/def2-TZVPD

```
46
Properties=species:S:1:pos:R:3:forces:R:3
C 2.0614 6.2670 3.3242 -0.14 0.13 -0.04
O 3.0168 5.2704 3.5827 0.20 -0.28 0.03
C 2.8310 4.0365 3.0218 -0.11 0.03 -0.06
C 3.8405 3.0996 3.3332 -0.01 0.02 0.00
C 3.8103 1.8151 2.8542 0.10 0.04 0.07
C 2.7398 1.4506 2.0388 -0.44 0.59 -0.04
C 1.7228 2.3799 1.7157 0.49 -0.37 0.16
C 1.7698 3.6875 2.2159 0.10 0.24 0.16
C 0.8150 1.6967 0.8794 0.04 -0.44 -0.15
C 1.2869 0.4069 0.7211 -0.04 0.61 0.24
C 0.6751 -0.6849 -0.0494 -0.38 -0.11 -0.32
O 1.0103 -1.8595 0.0108 0.04 -0.17 0.03
N -0.3362 -0.2908 -0.8631 -0.12 0.25 -0.19
C -1.0540 -1.2240 -1.6907 -0.08 -0.25 0.21
C -2.2282 -1.8699 -0.9084 0.20 -0.05 -0.20
C -2.9433 -2.8953 -1.7367 -0.16 -0.09 0.16
C -2.3659 -4.1408 -1.9523 -0.05 0.07 0.03
C -3.0030 -5.0836 -2.7376 0.05 -0.08 -0.04
C -4.2265 -4.7928 -3.3176 -0.05 -0.06 -0.07
C -4.8095 -3.5555 -3.1070 -0.08 0.02 -0.06
C -4.1698 -2.6120 -2.3222 0.02 -0.04 0.08
C -1.6097 -0.4809 -2.8870 0.17 0.25 -0.01
O -1.8421 0.6998 -2.8960 -0.06 0.18 0.09
O -1.8386 -1.2821 -3.9225 0.08 -0.45 -0.35
N 2.4528 0.2634 1.4354 -0.23 -0.08 -0.14
C 3.2880 -0.9025 1.5350 0.34 -0.44 0.00
H 2.4041 7.1520 3.8583 -0.07 -0.03 -0.06
H 1.9950 6.4934 2.2546 -0.01 -0.02 0.03
H 1.0713 5.9815 3.6955 0.03 0.00 -0.03
H 4.6447 3.4355 3.9683 0.11 0.01 0.07
H 4.5924 1.1149 3.1035 0.10 -0.06 0.04
H 0.9847 4.3804 1.9593 -0.05 0.13 0.02
H -0.0836 2.1142 0.4687 -0.20 0.02 -0.10
H -0.6087 0.6765 -0.9431 0.12 -0.03 -0.01
H -0.3733 -2.0165 -2.0188 -0.12 0.15 0.01
H -1.7925 -2.3350 -0.0222 0.00 0.08 0.00
H -2.9123 -1.0800 -0.5916 0.04 0.00 0.03
H -1.4135 -4.3692 -1.4964 0.13 -0.04 0.07
H -2.5454 -6.0488 -2.8974 0.04 -0.08 -0.01
H -4.7249 -5.5290 -3.9309 -0.04 -0.06 -0.04
H -5.7648 -3.3237 -3.5551 -0.08 0.01 -0.03
H -4.6290 -1.6463 -2.1604 -0.04 0.10 0.03
H -2.2414 -0.7931 -4.6585 0.06 0.15 0.28
H 2.8074 -1.7302 1.0193 0.12 0.12 0.11
H 3.4315 -1.1673 2.5846 0.01 0.00 -0.02
H 4.2645 -0.7080 1.0845 -0.01 0.00 0.03
```
Positions in Å, forces in eV/Å.

## Properties
HOMO energy: -0.2907 hartree
HOMO-LUMO gap: 8.5314 eV
relative energy (zero: lowest compared OMol25 entry of this formula, charge and spin): 0.486 eV
structure (SMILES): COc1ccc2c(c1)cc(C(=O)N[C@@H](Cc1ccccc1)C(=O)O)n2C
calculated total energy: -1184.64881 hartree

Mulliken atomic charge list, values in e, 2 entries:
1 C -0.8106
2 O -0.4547

---

# 2
Molecular formula: C20H20N4O3
Method: DFT, wB97M-V/def2-TZVPD

```
47
Properties=species:S:1:pos:R:3:forces:R:3
O -1.8158 -2.5794 -2.0384 0.00 0.09 -0.25
C -1.4947 -2.3509 -0.8897 0.24 -0.24 0.09
C -0.0576 -2.1355 -0.5036 0.22 0.05 -0.20
C 0.7850 -3.1383 -0.0371 -0.18 0.09 -0.08
C 2.1015 -2.8508 0.2731 0.04 0.25 -0.03
C 2.5882 -1.5557 0.1299 -0.71 0.06 -0.22
N 3.8891 -1.2153 0.4450 0.26 -0.19 0.10
C 4.4395 0.0350 0.3528 0.65 -0.35 0.28
O 5.5928 0.2375 0.6502 -0.23 0.21 -0.11
C 3.5072 1.1341 -0.1338 -0.33 0.62 -0.21
O 3.8457 2.2908 -0.2223 0.19 -0.20 0.09
N 2.2437 0.7337 -0.4692 -0.02 0.25 -0.16
C 1.7439 -0.5465 -0.3510 -0.07 -0.74 0.17
C 0.4295 -0.8480 -0.6796 0.25 -0.16 0.07
N -2.3986 -2.2133 0.1151 -0.22 -0.14 0.12
C -2.0584 -1.8263 1.4634 0.23 0.39 0.34
C -2.0916 -0.3041 1.5980 0.05 -0.26 0.07
N -3.3591 0.2370 1.1357 -0.06 -0.08 0.06
C -3.3911 1.6962 1.2431 -0.03 -0.06 0.06
C -2.2974 2.3790 0.4563 -0.01 0.05 0.04
C -1.0627 2.6371 1.0443 -0.09 0.06 -0.04
C -0.0128 3.1462 0.2990 0.08 0.04 0.06
C -0.1826 3.4022 -1.0526 0.08 0.04 -0.04
C -1.4144 3.1738 -1.6434 -0.02 -0.03 -0.13
C -2.4635 2.6689 -0.8938 0.02 0.05 0.06
C -3.7290 -0.2388 -0.1881 -0.09 -0.25 -0.01
C -3.7337 -1.7686 -0.2274 -0.22 0.21 -0.40
H 0.4086 -4.1424 0.0797 -0.02 -0.12 0.02
H 2.7599 -3.6272 0.6323 0.08 -0.10 0.05
H 4.5095 -1.9478 0.7720 -0.01 0.25 -0.05
H 1.6126 1.4623 -0.7920 0.18 -0.06 0.10
H -0.2055 -0.0709 -1.0809 -0.11 0.13 -0.02
H -1.0690 -2.2013 1.7280 -0.13 0.02 0.03
H -2.8000 -2.2745 2.1311 0.10 -0.01 0.00
H -1.9742 -0.0275 2.6494 0.09 0.03 0.00
H -1.2351 0.1047 1.0366 -0.11 -0.08 0.12
H -3.2958 1.9408 2.3049 -0.04 0.07 -0.05
H -4.3736 2.0261 0.8978 0.02 0.05 0.06
H -0.9246 2.4455 2.0992 0.00 -0.04 0.11
H 0.9378 3.3474 0.7722 0.10 0.03 0.04
H 0.6368 3.7959 -1.6365 0.07 0.07 -0.05
H -1.5594 3.3892 -2.6918 -0.01 0.03 -0.08
H -3.4247 2.5086 -1.3611 -0.10 -0.04 -0.04
H -4.7274 0.1425 -0.4147 0.02 0.04 -0.08
H -3.0324 0.1120 -0.9691 -0.09 -0.04 0.00
H -3.9740 -2.1229 -1.2299 -0.03 0.02 0.14
H -4.4453 -2.1739 0.4944 0.00 0.01 -0.03
```
Positions in Å, forces in eV/Å.

## Properties
HOMO energy: -0.3171 hartree
HOMO-LUMO gap: 8.9570 eV
relative energy (zero: lowest compared OMol25 entry of this formula, charge and spin): 0.358 eV
structure (SMILES): O=C(c1ccc2[nH]c(=O)c(=O)[nH]c2c1)N1CCN(Cc2ccccc2)CC1
calculated total energy: -1218.94082 hartree

Mulliken atomic charge list, values in e, 2 entries:
1 O -0.6583
2 C 0.0934

---

# 3
Molecular formula: C20H20N4O4S2
Method: DFT, wB97M-V/def2-TZVPD

```
50
Properties=species:S:1:pos:R:3:forces:R:3
C 6.0278 2.1173 2.5217 0.00 0.01 0.00
C 4.7906 1.3101 2.2818 -0.16 -0.09 -0.12
C 4.2389 1.2022 1.0210 0.01 0.00 0.08
C 3.0827 0.4494 0.8110 0.02 -0.17 0.72
N 2.5441 0.3128 -0.4376 0.07 0.22 -0.35
C 1.3982 -0.3743 -0.7413 0.48 -0.19 -0.08
O 1.0200 -0.4671 -1.9007 0.09 -0.10 -0.06
C 0.7265 -1.0002 0.3941 0.10 -0.35 0.49
C 1.2584 -0.9279 1.6334 -0.18 -0.17 -0.51
C 2.4629 -0.2068 1.8901 0.34 0.32 -0.14
C 3.0351 -0.0908 3.1629 0.05 0.07 -0.17
C 4.1749 0.6501 3.3530 -0.02 -0.03 0.06
H 4.6075 0.7342 4.3388 0.04 0.00 0.12
H 2.5632 -0.5915 3.9954 -0.06 -0.05 0.09
H 0.7703 -1.4071 2.4718 -0.09 -0.08 0.05
C -0.6163 -1.5996 0.0851 0.41 -0.12 -0.36
N -1.6915 -0.6474 0.3052 0.08 0.96 -0.96
S -1.5464 0.8323 -0.4521 -0.30 0.01 0.27
O -2.7799 1.5307 -0.1947 -0.19 0.00 -0.03
O -0.3444 1.5271 -0.0704 -0.06 -0.03 -0.29
C -1.4989 0.5213 -2.2106 0.29 0.54 0.64
C -0.8436 1.4228 -3.0009 -0.17 -0.19 0.76
C -0.8426 1.3110 -4.4046 -0.26 -0.30 -0.52
C -1.5119 0.3015 -5.0402 0.34 0.44 -0.15
C -2.2063 -0.6321 -4.2541 -0.34 -0.41 0.90
N -2.9191 -1.6794 -4.6717 -0.18 -0.31 -0.67
S -3.5158 -2.4400 -3.3944 0.71 0.99 -0.09
N -2.9116 -1.4996 -2.2415 -0.20 -0.31 0.45
C -2.2057 -0.5243 -2.8134 -0.55 -0.83 -0.85
H -1.5207 0.2013 -6.1136 0.03 0.03 -0.11
H -0.2984 2.0423 -4.9822 0.03 0.05 -0.05
H -0.3059 2.2211 -2.5146 0.12 0.10 -0.01
C -2.2582 -0.5742 1.6405 -0.51 0.08 0.46
C -3.4798 -1.4857 1.7749 -0.13 0.37 -0.32
H -3.1854 -2.5290 1.6501 0.03 -0.13 0.06
H -3.8961 -1.3540 2.7748 0.01 -0.07 0.07
C -4.5525 -1.1565 0.7252 0.17 -0.46 0.07
O -5.0475 0.1525 0.8240 0.03 0.50 0.16
H -4.3654 0.7625 0.4970 -0.21 -0.13 -0.02
H -5.4129 -1.8159 0.8775 0.13 -0.02 -0.06
H -4.1323 -1.3419 -0.2710 -0.15 -0.03 0.19
H -2.5605 0.4606 1.8092 -0.01 -0.13 0.25
H -1.5047 -0.8270 2.3940 0.02 0.10 -0.10
H -0.8180 -2.4796 0.6981 -0.05 0.08 -0.05
H -0.6386 -1.8828 -0.9704 0.05 -0.20 0.19
H 2.9826 0.8008 -1.2097 -0.12 -0.16 0.06
H 4.6997 1.7040 0.1818 0.08 0.07 -0.10
H 6.8039 1.4964 2.9671 0.08 0.01 0.01
H 5.8165 2.9304 3.2150 0.05 0.07 0.03
H 6.4070 2.5402 1.5954 0.07 0.05 -0.03
```
Positions in Å, forces in eV/Å.

## Properties
HOMO energy: -0.3078 hartree
HOMO-LUMO gap: 7.4773 eV
relative energy (zero: lowest compared OMol25 entry of this formula, charge and spin): 1.349 eV
calculated total energy: -2090.50500 hartree

Mulliken atomic charge list, values in e, 2 entries:
1 C -1.5049
2 C 0.8742

---

# 4
Molecular formula: C20H20N4O5S
Method: DFT, wB97M-V/def2-TZVPD

```
50
Properties=species:S:1:pos:R:3:forces:R:3
C -3.9903 -1.8550 -1.2754 -0.30 -0.12 0.07
C -4.4473 -0.6305 -0.5312 -0.01 -0.28 -0.15
O -5.5229 -0.5806 0.0232 0.02 0.01 0.02
C -3.5076 0.5267 -0.4751 0.10 0.75 0.16
C -3.9315 1.6782 0.1870 -0.10 -0.18 -0.03
C -3.0885 2.7668 0.3001 -0.01 -0.02 -0.01
C -1.8129 2.7141 -0.2305 0.07 -0.18 -0.08
C -1.3771 1.5686 -0.8946 -0.24 0.01 0.06
N -0.0759 1.5675 -1.4132 0.01 0.43 0.07
C 0.6563 0.4975 -1.8368 0.26 0.31 -0.19
O 0.2278 -0.6345 -1.8679 -0.11 -0.20 -0.17
C 2.0609 0.8881 -2.2873 0.35 -0.19 -0.04
C 2.8135 -0.3073 -2.8857 -0.25 -0.10 0.08
C 3.1394 -1.3554 -1.8211 0.06 0.15 0.00
C 3.8688 -0.7312 -0.6330 0.15 -0.76 -0.06
N 3.1743 0.4364 -0.1485 -0.51 0.06 0.94
S 2.5992 0.5784 1.3765 -0.02 0.23 0.04
O 3.3533 -0.2896 2.2253 -0.04 -0.26 -0.24
O 2.5372 1.9844 1.6703 -0.14 -0.09 -0.15
C 0.8878 0.0140 1.4386 0.78 0.86 0.25
C -0.0360 0.8119 2.0431 0.64 0.01 -0.19
C -1.3796 0.4080 2.2480 -0.52 -0.59 0.00
C -1.8383 -0.8021 1.8216 -0.17 0.40 0.38
C -0.9138 -1.6461 1.1752 1.48 -0.34 -0.49
N -1.0370 -2.8523 0.6527 -1.03 0.38 0.45
O 0.1652 -3.1893 0.2100 0.07 -0.37 -0.22
N 1.0860 -2.2565 0.4105 0.69 0.87 0.50
C 0.4697 -1.2542 1.0059 -1.08 -1.41 -0.26
C 2.8945 1.4502 -1.1218 -0.33 0.58 -0.32
C -2.2321 0.4816 -1.0290 -0.23 -0.12 -0.11
H -3.7194 -1.6017 -2.2973 0.11 0.00 -0.10
H -4.7931 -2.5879 -1.2836 -0.01 0.02 0.01
H -3.1205 -2.2874 -0.7828 0.13 -0.04 -0.04
H -4.9264 1.6952 0.6049 -0.07 0.00 0.04
H -3.4201 3.6601 0.8074 -0.03 0.08 0.04
H -1.1479 3.5605 -0.1324 0.09 0.10 0.02
H 0.3925 2.4619 -1.3702 0.00 -0.19 -0.07
H 1.9547 1.6701 -3.0487 0.01 -0.01 0.08
H 2.2048 -0.7649 -3.6667 0.07 0.03 -0.05
H 3.7370 0.0598 -3.3401 0.00 0.06 -0.07
H 2.2158 -1.8130 -1.4739 0.19 0.00 -0.09
H 3.7658 -2.1353 -2.2541 0.04 -0.05 0.01
H 4.8839 -0.4308 -0.9269 -0.05 -0.01 0.10
H 3.9344 -1.4280 0.2011 0.17 -0.10 -0.13
H 0.2881 1.7827 2.3847 -0.01 0.11 0.05
H -2.0462 1.0884 2.7541 -0.08 0.05 0.02
H -2.8553 -1.1254 1.9696 -0.17 0.03 0.06
H 3.8431 1.8288 -1.5271 -0.09 0.00 0.07
H 2.4023 2.2666 -0.5914 0.10 0.10 -0.24
H -1.8876 -0.3922 -1.5523 0.02 -0.05 0.00
```
Positions in Å, forces in eV/Å.

## Properties
HOMO energy: -0.3350 hartree
HOMO-LUMO gap: 8.2054 eV
relative energy (zero: lowest compared OMol25 entry of this formula, charge and spin): 3.642 eV
structure (SMILES): CC(=O)c1cccc(NC(=O)[C@@H]2CCCN(S(=O)(=O)c3cccc4nonc34)C2)c1
calculated total energy: -1767.48954 hartree

Mulliken atomic charge list, values in e, 2 entries:
1 C -1.1598
2 C 0.9510

---

# 5
Molecular formula: C20H20N4O5SeW
Method: DFT, wB97M-V/def2-TZVPD

```
51
Properties=species:S:1:pos:R:3:forces:R:3
W 0.2479 -0.2165 -0.6303 -0.29 0.30 0.46
O 0.0224 1.5709 -1.5262 0.00 -0.19 -0.16
C 0.8058 2.6184 -1.2788 0.05 0.08 0.01
C 1.6201 3.1610 -2.2739 -0.04 -0.05 -0.03
C 2.4029 4.2643 -1.9954 0.01 0.03 0.04
C 2.3783 4.8658 -0.7367 0.02 0.00 -0.04
C 1.5515 4.3529 0.2404 -0.03 -0.03 0.03
C 0.7789 3.2189 -0.0150 0.03 -0.02 -0.08
C -0.1755 2.7101 0.9452 -0.04 -0.05 0.03
N -0.6777 1.5381 0.9090 0.09 0.07 -0.05
C -1.7658 1.2964 1.8712 0.01 -0.08 0.00
C -2.5445 0.0573 1.4548 0.00 0.03 -0.03
N -1.5093 -0.9253 1.2695 0.02 -0.03 0.01
C -1.2511 -1.7482 2.2021 -0.06 0.00 -0.01
C 0.0417 -2.4029 2.2986 0.08 0.02 -0.02
C 0.2329 -3.5912 3.0012 -0.03 0.02 -0.01
C 1.5032 -4.0982 3.1835 0.03 -0.01 0.00
C 2.6005 -3.3894 2.6967 -0.04 -0.02 0.01
C 2.4347 -2.1922 2.0260 0.00 0.07 -0.04
C 1.1508 -1.6972 1.8045 0.02 -0.22 0.01
O 0.9762 -0.5353 1.1658 -0.01 -0.02 -0.05
H 1.6367 2.6964 -3.2512 0.00 0.00 0.00
H 3.0430 4.6687 -2.7690 0.00 0.00 0.00
H 2.9938 5.7314 -0.5348 0.00 0.00 0.00
H 1.5009 4.8201 1.2173 -0.01 0.00 0.00
H -0.5177 3.4122 1.7113 0.01 0.00 0.00
H -2.4167 2.1709 1.9244 0.00 0.01 0.00
H -1.3309 1.1170 2.8584 0.01 0.01 -0.01
H -3.0587 0.2375 0.5100 -0.01 -0.01 0.00
H -3.2671 -0.2203 2.2300 0.00 0.01 0.00
H -1.9600 -1.8943 3.0261 -0.01 0.01 -0.01
H -0.6300 -4.1194 3.3896 0.00 0.00 0.00
H 1.6472 -5.0336 3.7065 0.00 0.00 0.00
H 3.5993 -3.7795 2.8458 0.00 0.00 0.00
H 3.2758 -1.6305 1.6433 0.00 0.00 0.01
N 0.3205 -0.5317 -2.9461 0.02 -0.02 0.03
C -0.8168 0.1086 -3.6236 0.00 -0.02 -0.02
C -2.0262 -0.1437 -2.7443 0.09 0.03 -0.05
O -3.1525 -0.1489 -3.1873 -0.02 0.00 0.01
N -1.6803 -0.5334 -1.4646 0.04 -0.03 0.01
C -2.2637 -1.8319 -1.1387 0.05 0.03 0.02
C -1.1397 -2.7645 -0.7077 -0.18 -0.06 -0.05
O -1.3178 -3.9017 -0.3691 0.04 0.01 -0.02
O 0.0721 -2.1949 -0.7504 0.10 0.02 0.06
H 1.2209 -0.1827 -3.2610 0.00 0.01 0.03
H 0.3226 -1.5393 -3.0818 0.00 0.00 -0.02
H -1.0169 -0.3245 -4.6035 -0.02 0.01 0.00
H -0.6220 1.1708 -3.7351 0.00 -0.01 0.00
H -2.7620 -2.2614 -2.0101 0.01 0.00 0.00
H -3.0107 -1.8115 -0.3449 0.01 0.00 0.01
Se 2.5330 -0.1438 -1.1517 0.05 0.10 -0.10
```
Positions in Å, forces in eV/Å.

## Properties
HOMO energy: -0.2910 hartree
HOMO-LUMO gap: 7.0525 eV
relative energy (zero: lowest compared OMol25 entry of this formula, charge and spin): 1.345 eV
calculated total energy: -3837.95753 hartree

Mulliken atomic charge list, values in e, 2 entries:
1 W 1.8531
2 O -0.6514

---

Copy entry 3 word for word.
Molecular formula: C20H20N4O4S2
Method: DFT, wB97M-V/def2-TZVPD

```
50
Properties=species:S:1:pos:R:3:forces:R:3
C 6.0278 2.1173 2.5217 0.00 0.01 0.00
C 4.7906 1.3101 2.2818 -0.16 -0.09 -0.12
C 4.2389 1.2022 1.0210 0.01 0.00 0.08
C 3.0827 0.4494 0.8110 0.02 -0.17 0.72
N 2.5441 0.3128 -0.4376 0.07 0.22 -0.35
C 1.3982 -0.3743 -0.7413 0.48 -0.19 -0.08
O 1.0200 -0.4671 -1.9007 0.09 -0.10 -0.06
C 0.7265 -1.0002 0.3941 0.10 -0.35 0.49
C 1.2584 -0.9279 1.6334 -0.18 -0.17 -0.51
C 2.4629 -0.2068 1.8901 0.34 0.32 -0.14
C 3.0351 -0.0908 3.1629 0.05 0.07 -0.17
C 4.1749 0.6501 3.3530 -0.02 -0.03 0.06
H 4.6075 0.7342 4.3388 0.04 0.00 0.12
H 2.5632 -0.5915 3.9954 -0.06 -0.05 0.09
H 0.7703 -1.4071 2.4718 -0.09 -0.08 0.05
C -0.6163 -1.5996 0.0851 0.41 -0.12 -0.36
N -1.6915 -0.6474 0.3052 0.08 0.96 -0.96
S -1.5464 0.8323 -0.4521 -0.30 0.01 0.27
O -2.7799 1.5307 -0.1947 -0.19 0.00 -0.03
O -0.3444 1.5271 -0.0704 -0.06 -0.03 -0.29
C -1.4989 0.5213 -2.2106 0.29 0.54 0.64
C -0.8436 1.4228 -3.0009 -0.17 -0.19 0.76
C -0.8426 1.3110 -4.4046 -0.26 -0.30 -0.52
C -1.5119 0.3015 -5.0402 0.34 0.44 -0.15
C -2.2063 -0.6321 -4.2541 -0.34 -0.41 0.90
N -2.9191 -1.6794 -4.6717 -0.18 -0.31 -0.67
S -3.5158 -2.4400 -3.3944 0.71 0.99 -0.09
N -2.9116 -1.4996 -2.2415 -0.20 -0.31 0.45
C -2.2057 -0.5243 -2.8134 -0.55 -0.83 -0.85
H -1.5207 0.2013 -6.1136 0.03 0.03 -0.11
H -0.2984 2.0423 -4.9822 0.03 0.05 -0.05
H -0.3059 2.2211 -2.5146 0.12 0.10 -0.01
C -2.2582 -0.5742 1.6405 -0.51 0.08 0.46
C -3.4798 -1.4857 1.7749 -0.13 0.37 -0.32
H -3.1854 -2.5290 1.6501 0.03 -0.13 0.06
H -3.8961 -1.3540 2.7748 0.01 -0.07 0.07
C -4.5525 -1.1565 0.7252 0.17 -0.46 0.07
O -5.0475 0.1525 0.8240 0.03 0.50 0.16
H -4.3654 0.7625 0.4970 -0.21 -0.13 -0.02
H -5.4129 -1.8159 0.8775 0.13 -0.02 -0.06
H -4.1323 -1.3419 -0.2710 -0.15 -0.03 0.19
H -2.5605 0.4606 1.8092 -0.01 -0.13 0.25
H -1.5047 -0.8270 2.3940 0.02 0.10 -0.10
H -0.8180 -2.4796 0.6981 -0.05 0.08 -0.05
H -0.6386 -1.8828 -0.9704 0.05 -0.20 0.19
H 2.9826 0.8008 -1.2097 -0.12 -0.16 0.06
H 4.6997 1.7040 0.1818 0.08 0.07 -0.10
H 6.8039 1.4964 2.9671 0.08 0.01 0.01
H 5.8165 2.9304 3.2150 0.05 0.07 0.03
H 6.4070 2.5402 1.5954 0.07 0.05 -0.03
```
Positions in Å, forces in eV/Å.

## Properties
HOMO energy: -0.3078 hartree
HOMO-LUMO gap: 7.4773 eV
relative energy (zero: lowest compared OMol25 entry of this formula, charge and spin): 1.349 eV
calculated total energy: -2090.50500 hartree

Mulliken atomic charge list, values in e, 2 entries:
1 C -1.5049
2 C 0.8742

---

> Which value of calculated total energy does entry 3 give?

-2090.50500 hartree

---

> Which formula does entry 3 have?

C20H20N4O4S2

---

> Look up the HOMO-LUMO gap of the second one.

8.9570 eV